No. 1
26
Properties=species:S:1:pos:R:3:forces:R:3 method="wB97M-V/def2-TZVPD" e_homo_ev=-13.20 e_above_lowest_kcal_mol=18.1 energy_ev=-38386.94262 lumo_ev=-3.587 charge=+1
C 2.20240 0.01855 -0.80067 1.87 1.64 -1.33
C 0.82215 0.57610 -0.67889 -0.26 1.25 0.28
N 0.89260 2.05734 -0.32039 -2.62 -1.05 0.47
C -0.09968 -0.23682 0.33511 -0.20 0.77 0.35
C 0.13885 0.10202 1.82694 -2.49 1.26 -1.29
C 0.14332 -1.68954 0.03998 -1.85 -1.40 -1.78
P -1.96928 0.25183 0.06252 -1.23 -1.45 2.63
O -2.82021 -0.55424 1.75422 2.74 1.87 -2.66
P -3.35376 -1.13710 -0.96973 -2.38 2.55 1.43
S -2.11010 2.20231 -0.31331 -0.39 -1.14 0.35
H 2.93871 0.68336 -1.35794 -1.60 -0.38 -0.73
H 2.89956 0.07281 0.00205 -0.39 -1.15 1.91
H 2.11108 -0.90237 -1.33264 0.71 -0.68 0.05
H 0.44450 0.62949 -1.72165 -0.43 -0.45 0.73
H 1.38101 2.55869 -1.02309 0.46 0.66 -0.89
H 1.34604 2.21161 0.55770 0.32 0.12 0.76
H -0.23738 2.34950 -0.25562 1.68 -0.16 -0.08
H -0.08281 1.17335 1.97104 -0.26 -0.45 0.45
H 1.10371 -0.03152 2.10090 3.37 -0.52 0.53
H -0.43034 -0.53073 2.50387 -0.46 0.20 -0.24
H 0.32549 -1.75627 -1.04604 0.19 -0.29 0.31
H 0.92682 -2.25275 0.55375 -0.14 0.57 0.22
H -0.82546 -2.24780 0.08637 0.97 0.17 0.69
H -3.70514 -0.84129 1.51082 -0.29 0.19 -0.25
H -2.95586 -0.88760 -2.20367 0.71 0.56 -2.40
H -2.55619 -2.14560 -0.82777 1.97 -2.69 0.49

No. 2
128
Properties=species:S:1:pos:R:3:forces:R:3 method="wB97M-V/def2-TZVPD" s_squared=2.013 e_homo_ev="-10.28 / -10.62" e_above_lowest_kcal_mol=0.0 energy_ev=-150877.17716 lumo_ev="-2.015 / -1.956" spin_multiplicity=3 charge=+1
V -0.36496 0.10948 0.54999 0.45 0.28 -0.61
C 1.58303 0.07349 -3.83608 0.12 0.07 0.03
C 1.45164 1.38029 -3.04088 -0.04 -0.11 0.00
C 2.58710 1.49935 -2.07003 -0.11 0.04 0.01
C 3.81693 2.03582 -2.42642 0.04 -0.11 -0.02
C 4.85152 2.00741 -1.50461 0.01 0.00 -0.03
C 4.61641 1.45628 -0.25684 -0.03 0.00 0.02
C 3.34183 0.98639 0.02709 0.04 0.00 0.02
N 2.34562 1.00932 -0.85115 -0.05 -0.08 -0.03
N 1.71722 -1.08471 -2.97357 -0.05 -0.02 -0.04
C 0.47499 -1.60549 -2.44132 -0.09 0.06 0.02
C 0.74284 -2.32922 -1.14970 -0.13 -0.12 0.01
C 1.01647 -3.68721 -1.17849 0.06 -0.05 0.05
C 1.54096 -4.31745 -0.06371 -0.05 0.03 -0.03
C 1.81016 -3.54733 1.05126 -0.06 0.04 0.04
C 1.40625 -2.22575 1.04934 0.04 0.02 0.05
N 0.81339 -1.63265 0.00050 0.00 0.02 0.08
C 2.69929 -2.07262 -3.38541 0.13 0.09 -0.06
C 3.93530 -2.05147 -2.50818 0.07 -0.01 -0.04
C 5.19453 -1.84179 -3.05693 -0.01 0.03 0.02
C 6.30091 -1.82670 -2.22179 0.00 -0.01 0.01
C 6.11186 -2.02848 -0.86566 0.00 -0.01 -0.02
C 4.81726 -2.23208 -0.41079 0.02 0.02 0.00
N 3.74995 -2.24001 -1.20092 0.05 0.03 -0.02
H 2.49898 0.14182 -4.42627 -0.03 0.02 -0.04
H 0.75079 -0.01969 -4.55187 -0.04 -0.02 0.04
H 0.53020 1.38567 -2.45860 0.03 -0.01 -0.03
H 1.41192 2.21509 -3.74366 0.04 0.04 0.02
H 3.96146 2.45355 -3.41470 0.00 0.00 -0.01
H 5.82376 2.41059 -1.75723 0.01 0.00 0.00
H 5.39719 1.40695 0.49011 0.01 0.00 0.00
H 3.09042 0.59722 1.00765 0.03 -0.04 0.02
H -0.00761 -2.30567 -3.14262 -0.05 0.02 0.00
H -0.21030 -0.77459 -2.25797 0.09 -0.03 0.02
H 0.86744 -4.23041 -2.10158 -0.04 -0.02 0.02
H 1.77257 -5.37416 -0.08386 0.00 0.00 0.00
H 2.28056 -3.96069 1.93289 0.01 0.00 0.00
H 1.55067 -1.59786 1.91836 -0.05 -0.02 0.06
H 3.00635 -1.88791 -4.41848 -0.03 -0.03 -0.01
H 2.27071 -3.07938 -3.37738 0.01 0.04 0.05
H 5.30259 -1.68642 -4.12275 0.00 -0.01 -0.01
H 7.29156 -1.66146 -2.62484 0.01 0.00 0.00
H 6.94169 -2.03157 -0.17260 0.01 0.00 0.00
H 4.62814 -2.39821 0.64592 0.01 0.00 -0.01
C -0.32004 -1.86317 4.35674 -0.02 -0.07 -0.05
C -1.22503 -1.33649 3.24567 0.11 0.08 -0.01
C -2.40877 -0.60477 3.86835 0.01 -0.03 0.01
C -1.69299 -2.48520 2.35731 0.04 0.04 -0.03
O -0.47709 -0.39225 2.43572 -0.13 0.21 0.59
Ge 0.52742 1.14188 3.37499 -0.13 -0.38 -0.47
O 2.10116 0.27576 3.05573 -0.07 0.04 0.16
C 3.21493 0.19163 3.95507 0.12 0.02 -0.07
C 3.88550 -1.14821 3.66710 0.01 -0.01 0.03
C 2.79785 0.26075 5.42179 -0.06 -0.06 -0.02
C 4.17637 1.33724 3.64779 -0.04 0.01 0.04
O 0.38717 1.73114 1.48337 -0.34 0.00 0.22
C 0.37308 3.17409 1.25163 0.10 -0.17 -0.14
C 0.28434 3.41826 -0.24823 0.00 -0.08 0.02
C -0.83838 3.78659 1.94461 -0.03 0.00 -0.02
C 1.67338 3.74515 1.80352 -0.05 0.02 -0.03
H 0.64604 -2.17784 3.96164 0.00 -0.01 -0.03
H -0.15477 -1.10497 5.12391 0.04 0.03 0.01
H -0.79011 -2.72310 4.83618 -0.01 0.02 0.03
H -2.94095 -1.26816 4.55211 -0.01 -0.01 0.00
H -2.06473 0.26103 4.43637 0.00 0.01 0.02
H -3.10538 -0.26237 3.10901 0.01 0.01 0.01
H -2.52922 -3.00522 2.82685 0.00 -0.02 0.00
H -2.02398 -2.11501 1.38453 0.04 -0.01 0.06
H -0.89937 -3.20921 2.18626 0.10 -0.04 -0.03
H 3.16256 -1.96176 3.76380 0.00 0.02 0.03
H 4.28654 -1.15977 2.65183 -0.02 0.00 -0.03
H 4.70299 -1.33569 4.36473 0.03 0.01 -0.02
H 2.14136 -0.57015 5.68661 -0.03 0.00 -0.02
H 3.68172 0.20522 6.05800 0.00 0.00 0.01
H 2.28604 1.19784 5.64818 0.01 0.01 0.00
H 4.43371 1.34387 2.58932 0.02 0.00 0.01
H 3.71320 2.29532 3.89203 0.00 0.02 -0.01
H 5.09541 1.24628 4.22887 0.00 -0.01 0.01
H -0.51277 2.80844 -0.68368 0.08 0.04 0.02
H 0.06690 4.46865 -0.44453 -0.02 0.02 0.02
H 1.22224 3.16421 -0.73308 -0.02 0.01 -0.02
H -1.75838 3.30795 1.60278 0.06 0.01 -0.01
H -0.78137 3.69543 3.02972 0.01 -0.04 0.02
H -0.89415 4.84799 1.70107 -0.02 0.03 0.03
H 2.53040 3.27509 1.32021 -0.01 0.01 0.00
H 1.71152 4.82075 1.62574 0.02 0.01 -0.01
H 1.75236 3.58805 2.88210 -0.02 0.02 0.03
C -2.97235 -1.32741 -3.39978 0.08 -0.01 0.05
C -3.65788 -1.30677 -2.02385 -0.03 0.03 -0.03
C -5.15336 -1.56423 -2.26366 0.03 0.01 -0.02
C -3.07100 -2.47188 -1.21475 0.00 -0.04 -0.01
P -3.26457 0.31037 -1.13899 -0.06 0.16 0.10
N -1.77130 0.27921 -0.57417 0.00 -0.15 0.10
C -3.41078 1.73032 -2.37104 -0.06 0.02 0.00
C -3.37396 3.06258 -1.60346 0.13 -0.02 0.06
C -4.67602 1.74179 -3.24201 0.03 0.03 0.05
C -2.17582 1.69938 -3.29489 0.02 0.00 -0.02
C -4.49787 0.56878 0.26615 -0.01 0.00 -0.03
C -5.89522 1.03845 -0.15825 0.03 -0.01 0.02
C -4.66358 -0.74547 1.04346 0.04 0.00 0.01
C -3.90685 1.58950 1.25268 0.05 -0.06 0.00
H -3.10508 -2.32532 -3.82360 0.02 -0.02 0.01
H -1.90464 -1.13231 -3.33361 -0.07 0.03 -0.02
H -3.40793 -0.62305 -4.10058 -0.06 0.03 -0.02
H -5.24223 -2.48295 -2.84860 0.00 0.00 0.00
H -5.63383 -0.77250 -2.83392 0.00 0.03 -0.01
H -5.71691 -1.71550 -1.34849 -0.01 0.00 0.04
H -2.03795 -2.27480 -0.92633 0.01 -0.01 -0.01
H -3.64850 -2.69623 -0.32041 0.04 0.01 -0.01
H -3.07999 -3.36596 -1.84232 -0.03 -0.01 0.00
H -4.26639 3.23146 -1.00896 -0.06 0.00 0.01
H -3.32089 3.86932 -2.33708 0.02 0.01 0.00
H -2.49847 3.14231 -0.95560 -0.10 -0.02 -0.05
H -5.58987 1.85986 -2.66498 -0.02 -0.02 0.02
H -4.77432 0.86014 -3.86796 0.02 -0.06 -0.03
H -4.60324 2.60021 -3.91439 -0.01 0.01 0.01
H -1.32822 1.21247 -2.82005 -0.04 0.02 0.00
H -1.87717 2.72242 -3.52909 -0.01 0.02 -0.03
H -2.38426 1.19720 -4.23697 0.01 -0.02 0.01
H -6.35823 0.38248 -0.89183 -0.01 -0.01 -0.02
H -5.90024 2.05273 -0.54760 0.02 0.05 -0.03
H -6.53322 1.03432 0.72906 0.00 0.00 0.00
H -5.26655 -1.47949 0.51730 -0.01 -0.01 -0.03
H -5.17600 -0.52369 1.98236 -0.02 0.00 0.00
H -3.70537 -1.19538 1.28993 -0.07 0.04 -0.01
H -3.88498 2.60104 0.85917 0.01 0.00 0.00
H -2.89381 1.31429 1.54736 -0.04 0.02 0.01
H -4.52743 1.59930 2.15184 -0.02 0.01 -0.01

No. 3
71
Properties=species:S:1:pos:R:3:forces:R:3 method="wB97M-V/def2-TZVPD" s_squared=3.758 e_homo_ev="-7.77 / -7.80" e_above_lowest_kcal_mol=165.4 energy_ev=-59442.52866 lumo_ev="-2.972 / -2.953" spin_multiplicity=4 charge=+1
Nd 2.30361 0.87628 -0.25756 -7.22 -3.33 -1.98
C -0.66327 -0.61998 1.79837 0.42 0.33 -1.50
C -0.70263 0.78673 1.56016 0.69 -0.53 -0.89
C -1.72516 -0.26833 -0.21378 0.71 0.42 1.28
C -1.25167 -1.26154 0.67698 -0.04 0.98 0.30
C -1.39105 1.00073 0.33321 0.68 -0.90 -0.27
C -0.18139 -1.28864 3.01858 0.01 -0.71 0.58
H 0.49127 -0.65300 3.60140 -0.08 0.00 0.12
H 0.35117 -2.22489 2.77851 -0.11 0.20 0.22
H -1.02423 -1.55720 3.67954 0.33 0.01 0.00
C -1.40138 -2.72374 0.48462 0.02 -0.38 -0.07
H -1.19589 -3.26058 1.41786 -0.14 -0.05 -0.19
H -0.70159 -3.10008 -0.27560 -0.16 -0.11 0.06
H -2.41739 -2.97096 0.14754 0.22 -0.12 0.11
C -2.46057 -0.52036 -1.46545 -0.30 -0.04 -0.63
H -3.10904 -1.40216 -1.36229 0.08 0.24 -0.15
H -1.77834 -0.70806 -2.30941 -0.19 -0.03 0.02
H -3.08681 0.34400 -1.73200 0.08 -0.34 -0.02
C -1.75931 2.31916 -0.23345 -0.32 0.51 0.00
H -2.58068 2.77877 0.34090 0.15 0.06 -0.21
H -2.09338 2.21875 -1.27093 0.08 0.13 0.11
H -0.91385 3.02304 -0.22252 -0.19 0.04 -0.04
C -0.24368 1.83959 2.49295 -0.19 0.55 0.62
H -1.04786 2.14348 3.18997 0.37 0.12 -0.07
H 0.08069 2.74642 1.95637 -0.11 -0.02 0.15
H 0.60335 1.49622 3.10607 -0.12 0.11 0.06
C 5.07037 0.35369 -0.08444 2.65 -0.92 0.00
C 5.55756 0.82255 1.32321 1.87 -0.83 0.64
C 5.57194 2.29209 1.81443 0.47 -0.04 0.56
C 4.81411 3.37995 1.04372 -0.97 0.14 0.12
C 3.37351 2.88116 0.61094 1.33 2.00 0.94
C 3.17191 2.97820 -0.97806 0.93 2.28 -1.09
C 4.00477 2.01598 -1.89761 -0.01 0.29 -0.49
C 5.23125 1.40100 -1.24129 -0.24 -0.37 -0.53
H 6.63115 2.58301 1.88527 -0.36 0.04 -0.06
H 5.38032 3.80252 0.20587 -0.22 -0.37 0.11
H 5.22463 2.31355 2.85653 -0.02 -0.04 -0.16
H 5.88938 2.19732 -0.90761 0.08 -0.06 0.23
H 5.83197 -0.37525 -0.43795 -0.06 0.50 0.39
H 6.58668 0.43965 1.48526 -0.14 0.59 -0.48
H 5.81151 0.88899 -2.02881 -0.46 0.22 0.20
H 3.39108 1.22384 -2.40370 0.09 0.39 0.42
H 3.58186 3.96832 -1.20234 0.55 -0.14 0.66
H 4.33846 2.62660 -2.75146 -0.11 -0.36 0.39
H 4.66286 4.23328 1.72144 0.15 -0.29 -0.10
H 2.60864 3.53069 1.07524 0.21 -0.15 -0.24
P 4.63821 -0.59194 2.11994 -2.55 1.45 -3.66
C 5.39136 -2.19224 2.33168 0.56 -0.69 1.01
C 3.41059 -0.03175 3.29960 -0.03 -0.56 1.38
P 1.53329 3.63673 -1.99357 -1.04 -1.77 0.71
C 3.94774 -0.55623 0.42869 0.05 -0.73 1.27
C 1.20527 5.30926 -1.36605 0.07 0.34 0.27
C 2.28752 4.02624 -3.60115 0.35 -0.18 -0.41
H 5.14216 -2.82690 1.47003 0.02 0.44 0.20
H 4.98745 -2.68110 3.23155 0.27 0.15 -0.16
H 6.48303 -2.12269 2.41715 -0.22 -0.05 0.09
H 3.22333 1.05458 3.28010 0.30 -0.39 -0.30
H 3.76470 -0.26677 4.31686 -0.24 0.11 -0.14
H 2.44655 -0.54667 3.15528 0.35 0.01 -0.09
H 3.37433 4.12783 -3.54816 -0.10 0.21 -0.19
H 1.86454 4.97180 -3.96233 0.06 -0.25 0.13
H 2.02598 3.24313 -4.32245 0.21 0.14 0.15
H 3.71013 -1.46026 -0.16698 0.19 0.23 0.43
H 3.27771 1.92811 1.22888 0.52 1.43 -0.52
H 0.11267 5.41209 -1.27855 0.40 -0.03 0.10
H 1.57120 6.06817 -2.06333 0.04 -0.04 0.23
H 1.65986 5.46715 -0.38821 -0.12 0.16 0.11
C 1.37181 -0.08438 -2.31736 0.67 0.11 0.50
H 2.04190 -0.32596 -3.15579 -0.38 -0.10 -0.03
H 0.49768 0.49298 -2.66317 0.28 -0.25 0.06
H 1.01646 -1.03169 -1.85780 -0.04 0.22 -0.27